No. 1
Formula: C2H4N2O
Source: the Open Molecules 2025 dataset
Level of theory: the ωB97M-V functional and the def2-TZVPD basis

Calculated values
Maximum force: 0.16451 hartree/bohr
Multiplicity: 1
HOMO-LUMO gap: 9.6 eV
Total charge: 0
Energy relative to the best compared isomer or geometry (same formula, charge and spin): 4.481 eV
Electronic energy: -263.198583 Ha

```
9
Properties=species:S:1:pos:R:3:mulliken_charge:R:1
C -1.322 -0.836 0.222 -0.242
C 1.295 0.242 0.103 0.174
H -2.431 -1.248 -0.317 0.231
H -0.591 -1.638 0.471 0.300
H 0.240 2.002 -0.137 0.301
H 2.106 1.127 0.376 0.220
N -1.235 0.377 -0.428 -0.312
N 0.148 0.904 0.022 -0.107
O 1.790 -0.930 -0.312 -0.564
```


No. 2
Formula: C30H40F27N7O18S6
Source: the Open Molecules 2025 dataset
Level of theory: the ωB97M-V functional and the def2-TZVPD basis

Calculated values
Maximum force: 0.12449 hartree/bohr
Multiplicity: 1
HOMO-LUMO gap: 4.8 eV
Total charge: -4
Electronic energy: -7989.894034 Ha

```
128
Properties=species:S:1:pos:R:3:mulliken_charge:R:1
C -0.268 0.983 0.572 -0.096
C -0.665 0.607 -0.799 -0.770
N -0.123 -0.727 -1.086 1.693
C -0.342 -1.908 -0.387 -0.968
C 0.281 -2.981 -0.974 -0.254
N 0.914 -2.452 -2.131 0.731
C 0.685 -1.093 -2.156 -1.223
C 1.646 -3.186 -3.121 -0.536
H -0.792 1.916 0.776 0.552
H 0.808 1.155 0.602 -0.423
H -0.592 0.209 1.267 -0.066
H -0.303 1.367 -1.492 0.370
H -1.754 0.624 -0.856 -0.056
H -1.034 -1.978 0.440 0.540
H 0.339 -4.033 -0.738 0.276
H 0.871 -0.434 -2.991 0.526
H 1.659 -4.211 -2.751 0.222
H 2.705 -2.943 -3.037 0.093
H 1.161 -3.169 -4.097 0.247
C 4.373 5.680 2.122 -1.118
C 5.145 4.600 1.314 -0.600
N 4.682 3.298 1.781 0.359
C 5.179 2.601 2.876 -0.845
C 4.617 1.320 2.923 -0.343
N 3.754 1.284 1.834 0.874
C 3.811 2.446 1.109 -0.539
C 2.998 0.079 1.446 -0.764
H 4.804 6.661 1.925 0.428
H 4.500 5.566 3.198 0.307
H 3.314 5.813 1.899 0.313
H 6.174 4.561 1.672 0.341
H 4.980 4.718 0.243 0.340
H 5.894 3.174 3.448 0.432
H 4.628 0.406 3.498 0.584
H 3.318 2.593 0.160 0.584
H 3.635 -0.798 1.328 0.405
H 2.696 0.164 0.402 0.028
H 2.106 -0.125 2.038 0.018
C -2.070 -1.305 3.775 0.690
F -1.154 -1.762 2.939 -0.194
F -1.739 -1.765 4.968 -0.202
F -2.071 -0.004 3.737 -0.209
S -3.887 -1.878 3.209 0.834
O -3.899 -1.596 1.785 -0.490
O -3.847 -3.327 3.447 -0.581
N -4.837 -0.857 4.235 -0.468
S -5.278 -1.788 5.390 1.077
O -6.395 -2.647 5.030 -0.677
O -4.181 -2.457 6.065 -0.598
C -5.983 -0.572 6.605 0.573
F -7.108 -0.016 6.124 -0.234
F -6.262 -1.215 7.743 -0.232
F -5.085 0.372 6.891 -0.216
C -2.382 -5.199 -0.063 0.477
F -2.123 -4.271 0.872 -0.073
F -3.752 -5.382 -0.001 -0.213
F -2.035 -4.780 -1.323 -0.148
S -1.406 -6.849 0.415 1.090
O -1.803 -7.142 1.796 -0.693
O -1.697 -7.913 -0.543 -0.602
N 0.296 -6.268 0.507 -0.393
S 0.988 -7.350 -0.315 0.987
O 0.906 -8.680 0.257 -0.638
O 0.826 -7.227 -1.784 -0.684
C 2.837 -6.868 -0.110 0.516
F 3.207 -7.211 1.081 -0.217
F 3.628 -7.499 -0.977 -0.238
F 2.996 -5.466 -0.336 -0.188
C -1.039 0.315 -6.272 0.620
F -1.739 1.409 -6.558 -0.239
F -0.145 0.082 -7.184 -0.226
F -0.403 0.495 -5.152 -0.171
S -2.325 -1.147 -6.074 0.944
O -3.131 -1.173 -7.333 -0.708
O -1.617 -2.390 -5.901 -0.540
N -3.294 -0.559 -4.710 -0.487
S -3.382 -1.752 -3.784 0.776
O -4.013 -2.980 -4.348 -0.651
O -2.176 -2.006 -3.002 -0.277
C -4.739 -1.162 -2.473 0.463
F -5.758 -0.670 -3.149 -0.220
F -5.044 -2.241 -1.771 -0.187
F -4.166 -0.240 -1.695 -0.150
C 4.026 0.570 -2.516 -0.390
O 3.447 -0.358 -3.500 0.103
O 2.899 1.254 -1.924 -0.679
C 5.121 -0.284 -1.640 0.749
F 5.708 0.494 -0.772 -0.292
F 4.516 -1.313 -0.998 -0.153
F 6.022 -0.833 -2.504 -0.328
C 4.007 -0.355 -4.765 -0.366
C 3.255 -1.394 -5.582 -1.131
H 3.598 -1.351 -6.616 0.448
H 3.396 -2.444 -5.329 0.288
H 2.192 -1.153 -5.583 0.119
H 5.082 -0.527 -4.806 0.227
H 3.726 0.631 -5.134 0.394
H 4.633 1.300 -3.052 0.197
C -3.951 5.424 -1.016 -0.251
O -4.023 5.635 -2.485 -0.152
O -5.218 5.374 -0.328 -0.904
C -2.905 4.241 -0.845 1.075
F -3.679 3.168 -0.385 -0.258
F -2.338 3.856 -1.966 -0.290
F -1.976 4.388 0.124 -0.305
C -4.432 6.909 -2.915 -0.370
C -4.498 6.985 -4.515 -1.243
H -3.500 6.839 -4.927 0.305
H -5.139 6.179 -4.871 0.319
H -4.837 7.952 -4.887 0.377
H -3.768 7.729 -2.640 0.330
H -5.470 7.100 -2.641 0.290
H -3.357 6.244 -0.612 0.103
C 1.573 -0.258 5.076 0.615
O 1.910 1.118 4.705 -0.174
O 2.741 -0.916 4.679 -0.955
C 1.013 -0.161 6.531 0.716
F 1.310 0.860 7.353 -0.322
F -0.329 0.098 6.436 -0.262
F 1.155 -1.232 7.279 -0.296
C 0.868 1.949 4.144 0.717
C 1.447 3.346 4.204 -1.350
H 0.708 4.100 3.932 0.463
H 1.778 3.653 5.195 0.331
H 2.275 3.531 3.519 -0.006
H 0.000 1.879 4.800 0.506
H 0.637 1.595 3.139 -0.389
H 0.856 -0.673 4.369 -0.476
```


No. 3
Formula: H3NS2
Source: the Open Molecules 2025 dataset
Level of theory: the ωB97M-V functional and the def2-TZVPD basis

Calculated values
Maximum force: 0.07505 hartree/bohr
Multiplicity: 1
HOMO-LUMO gap (alpha / beta): 7.9 / 7.6 eV
Total charge: 0
Energy relative to the best compared isomer or geometry (same formula, charge and spin): 2.748 eV
Electronic energy: -852.813488 Ha

```
6
Properties=species:S:1:pos:R:3:mulliken_charge:R:1
N -0.356 0.196 -0.715 -0.419
S 1.908 -0.079 -0.008 -0.183
S -1.326 -0.401 0.332 0.073
H -0.431 1.167 -0.478 0.281
H 1.566 0.732 0.994 0.106
H -1.360 -1.615 -0.124 0.142
```


No. 4
Formula: C7H13HfNOP
Source: the Open Molecules 2025 dataset
Level of theory: the ωB97M-V functional and the def2-TZVPD basis

Calculated values
Maximum force: 0.06254 hartree/bohr
Multiplicity: 1
HOMO-LUMO gap: 7.1 eV
Total charge: +1
Energy relative to the best compared isomer or geometry (same formula, charge and spin): 0.000 eV
Electronic energy: -793.538531 Ha

```
24
Properties=species:S:1:pos:R:3:mulliken_charge:R:1
C 0.537 1.182 -2.538 -0.566
C -0.226 0.285 -3.280 -0.208
C -0.293 -1.091 -2.848 -0.534
C 0.631 -1.513 -1.821 -0.255
C 1.389 -0.546 -1.142 -0.490
Hf -0.607 0.116 -1.023 1.025
P 0.800 2.138 0.179 -0.200
H 0.735 2.215 -2.843 0.299
H -0.801 0.554 -4.182 0.370
H -0.908 -1.819 -3.387 0.473
H 2.226 -0.786 -0.475 0.361
H 0.710 -2.595 -1.629 0.361
H 0.178 2.926 1.197 0.130
H 1.298 3.241 -0.573 0.111
H 2.033 1.875 0.862 0.126
C 0.248 -0.691 2.690 -0.849
C -1.108 -0.600 2.089 0.848
N -2.153 -0.751 2.901 -0.353
O -1.338 -0.373 0.853 -0.952
H 0.155 -1.022 3.733 0.361
H 0.750 0.288 2.686 0.213
H 0.865 -1.416 2.144 0.262
H -3.100 -0.680 2.529 0.251
H -2.020 -0.935 3.876 0.214
```